one) The following is a quantum chemistry calculation of C6H15NO in the gas phase, from the OMol25 dataset.

Output
**Multiplicity**: 1
**LUMO level**: 0.036 Eh
**Frontier orbital gap**: 0.3571 Eh
**SMILES**: COC(C)(C)CCN
**Highest occupied orbital energy**: -8.8 eV

Element x y z (Å)
C (0.868, 0.692, 2.695)
O (-0.168, 0.671, 1.762)
C (0.143, 0.286, 0.268)
C (0.577, 1.555, -0.457)
C (1.181, -0.813, 0.136)
C (-1.257, -0.155, -0.034)
C (-1.442, -0.393, -1.635)
N (-0.856, -1.629, -2.084)
H (1.297, -0.311, 2.844)
H (1.678, 1.375, 2.404)
H (0.440, 1.013, 3.648)
H (-0.226, 2.290, -0.477)
H (1.427, 1.993, 0.062)
H (0.873, 1.324, -1.477)
H (1.197, -1.493, 0.986)
H (2.201, -0.440, 0.056)
H (1.000, -1.448, -0.725)
H (-1.477, -1.092, 0.476)
H (-1.969, 0.618, 0.248)
H (-2.532, -0.375, -1.783)
H (-1.036, 0.434, -2.218)
H (-0.661, -1.668, -3.076)
H (-1.257, -2.435, -1.619)

---

two) The following is a quantum chemistry calculation of C6H15NO in the gas phase, from the OMol25 dataset.

Output
**Multiplicity**: 1
**LUMO level**: 0.028 Eh
**Frontier orbital gap**: 0.3623 Eh
**SMILES**: CC(C)(N)C(C)(C)O
**Highest occupied orbital energy**: -9.1 eV

Element x y z (Å)
C (0.942, -0.578, 1.510)
C (0.192, 0.427, 0.633)
C (1.053, 1.675, 0.408)
N (-1.037, 0.946, 1.530)
C (-0.443, -0.136, -0.646)
C (-1.385, -1.328, -0.479)
C (0.835, -0.602, -1.587)
O (-1.139, 0.888, -1.343)
H (1.929, -0.805, 1.098)
H (1.102, -0.158, 2.509)
H (0.400, -1.518, 1.636)
H (1.259, 2.165, 1.366)
H (0.564, 2.412, -0.235)
H (2.020, 1.417, -0.036)
H (-1.610, 1.554, 0.937)
H (-1.641, 0.167, 1.789)
H (-0.937, -2.142, 0.093)
H (-1.664, -1.727, -1.461)
H (-2.319, -1.025, 0.004)
H (1.164, 0.253, -2.183)
H (1.704, -1.029, -1.084)
H (0.509, -1.366, -2.300)
H (-1.499, 0.510, -2.163)

---

three) The following is a quantum chemistry calculation of a 2-piece molecular cluster, C6H15NO overall, from the OMol25 dataset.

Output
**Multiplicity**: 1
**LUMO level**: 0.030 Eh
**Frontier orbital gap**: 0.3899 Eh
**SMILES**: CCC(N)=O.CCC
**Highest occupied orbital energy**: -9.8 eV

Element x y z (Å)
C (-0.537, -0.525, -2.307)
C (-1.885, -0.183, -1.704)
C (-2.220, -0.611, -0.290)
N (-1.526, -1.672, 0.208)
O (-3.054, -0.040, 0.382)
H (-0.102, 0.298, -2.863)
H (-0.559, -1.391, -2.964)
H (0.221, -0.695, -1.535)
H (-2.122, 0.882, -1.605)
H (-2.663, -0.475, -2.416)
H (-1.767, -1.915, 1.151)
H (-0.827, -2.169, -0.309)
C (2.566, 1.381, 0.735)
C (1.903, 0.395, 1.705)
C (0.350, 0.477, 1.542)
H (3.605, 1.627, 0.933)
H (1.922, 2.263, 0.747)
H (2.428, 0.966, -0.264)
H (2.114, -0.662, 1.545)
H (2.131, 0.568, 2.755)
H (0.008, 1.288, 2.182)
H (0.004, 0.695, 0.536)
H (0.011, -0.503, 1.835)

---

Stability summary: most stable three), least stable one).

---

one) The following is a quantum chemistry calculation of C5H10O2 as an isolated structure, from the OMol25 dataset.

Output
**Multiplicity**: 1
**LUMO level (spin up / spin down)**: -0.055 / -0.055 Eh
**Frontier orbital gap (spin up / spin down)**: 0.2929 / 0.2929 Eh
**Highest occupied orbital energy (spin up / spin down)**: -9.5 / -9.5 eV

Element x y z (Å)
C (-2.227, -0.416, -0.571)
C (-0.848, 0.222, -0.698)
C (-0.097, -0.101, 0.751)
O (0.140, -1.373, 0.880)
C (1.027, 0.751, 0.409)
C (2.128, 0.368, -0.511)
O (2.045, -0.442, -1.406)
H (-2.764, -0.296, -1.518)
H (-2.123, -1.479, -0.344)
H (-2.821, 0.058, 0.218)
H (-0.253, -0.262, -1.473)
H (-0.941, 1.293, -0.900)
H (-0.753, 0.382, 1.504)
H (1.477, -1.047, 1.623)
H (1.988, -0.396, 1.729)
H (0.953, 1.820, 0.622)
H (3.071, 0.917, -0.315)

---

two) The following is a quantum chemistry calculation of C5H10O2 in the gas phase, from the OMol25 dataset.

Output
**Multiplicity**: 1
**LUMO level**: 0.029 Eh
**Frontier orbital gap**: 0.3699 Eh
**SMILES**: C[C@]1(O)C[C@@]1(C)O
**Highest occupied orbital energy**: -9.3 eV

Element x y z (Å)
C (1.654, -1.072, -0.535)
C (0.896, 0.121, -0.015)
O (1.686, 1.248, -0.275)
C (0.114, 0.176, 1.272)
C (-0.603, 0.368, -0.053)
C (-1.788, -0.539, -0.318)
O (-0.838, 1.686, -0.496)
H (2.584, -1.182, 0.036)
H (1.094, -2.009, -0.493)
H (1.934, -0.867, -1.574)
H (1.128, 2.023, -0.118)
H (0.276, 1.038, 1.914)
H (-0.098, -0.756, 1.794)
H (-2.661, -0.030, 0.121)
H (-2.012, -0.713, -1.374)
H (-1.713, -1.499, 0.202)
H (-1.653, 2.005, -0.090)

---

Stability summary: most stable two), least stable one).

---

one) The following is a quantum chemistry calculation of a 2-piece molecular cluster, C5H10O2 overall, from the OMol25 dataset.

Output
**Multiplicity**: 1
**LUMO level**: 0.027 Eh
**Frontier orbital gap**: 0.3362 Eh
**SMILES**: C=C(O)/C=C/C.O
**Highest occupied orbital energy**: -8.4 eV

Element x y z (Å)
C (0.236, -2.035, -0.317)
C (0.695, -0.992, 0.405)
O (1.887, -1.198, 1.081)
C (-0.062, 0.239, 0.526)
C (0.624, 1.367, 1.037)
C (0.239, 2.862, 1.160)
H (0.626, -3.035, -0.423)
H (-0.551, -1.654, -1.053)
H (1.858, -2.082, 1.443)
H (-1.170, 0.306, 0.302)
H (1.643, 1.213, 1.289)
H (0.801, 3.334, 0.349)
H (-0.755, 3.281, 1.149)
H (0.614, 3.224, 2.165)
O (-2.430, -1.334, -3.232)
H (-1.874, -2.009, -3.619)
H (-2.382, -1.487, -2.262)

---

two) The following is a quantum chemistry calculation of a 2-piece molecular cluster, C5H10O2 overall, from the OMol25 dataset.

Output
**Multiplicity**: 1
**LUMO level**: 0.017 Eh
**Frontier orbital gap**: 0.3708 Eh
**Highest occupied orbital energy**: -9.6 eV

Element x y z (Å)
C (-0.544, -0.514, -1.891)
C (-0.623, -0.646, -0.372)
O (0.459, -1.424, 0.130)
C (1.243, -0.668, 1.056)
C (0.964, 0.796, 0.738)
C (-0.485, 0.737, 0.287)
O (-1.169, 1.784, -0.146)
H (-0.584, -1.509, -2.348)
H (0.395, -0.037, -2.196)
H (-1.378, 0.088, -2.264)
H (-1.578, -1.108, -0.090)
H (2.291, -0.958, 0.926)
H (0.946, -0.903, 2.091)
H (1.131, 1.501, 1.556)
H (1.535, 1.139, -0.138)
H (-1.139, 0.472, 1.621)
H (-1.465, 1.248, 1.040)

---

three) The following is a quantum chemistry calculation of a 2-piece molecular cluster, C5H10O2 overall, from the OMol25 dataset.

Output
**Multiplicity**: 1
**LUMO level**: 0.040 Eh
**Frontier orbital gap**: 0.3946 Eh
**SMILES**: C1COC1.CC=O
**Highest occupied orbital energy**: -9.6 eV

Element x y z (Å)
C (1.989, 0.644, -0.628)
C (0.956, -0.237, -1.342)
O (0.608, -0.909, -0.121)
C (1.591, -0.160, 0.618)
H (3.022, 0.528, -0.963)
H (1.730, 1.703, -0.583)
H (0.098, 0.296, -1.773)
H (1.355, -0.935, -2.088)
H (1.135, 0.416, 1.431)
H (2.368, -0.817, 1.028)
C (-2.289, -0.527, 1.071)
C (-1.900, 0.526, 0.076)
O (-1.296, 1.541, 0.336)
H (-3.380, -0.632, 1.107)
H (-1.865, -1.481, 0.743)
H (-1.906, -0.269, 2.061)
H (-2.217, 0.316, -0.971)

---

Stability summary: most stable three), least stable two).

---

one) The following is a quantum chemistry calculation of C5H10O2 in the gas phase, from the OMol25 dataset.

Output
**Multiplicity**: 1
**LUMO level**: 0.032 Eh
**Frontier orbital gap**: 0.3825 Eh
**SMILES**: OC[C@H]1CCOC1
**Highest occupied orbital energy**: -9.5 eV

Element x y z (Å)
O (-1.140, 2.219, -0.393)
C (-0.180, 1.374, -0.997)
C (0.306, 0.411, 0.072)
C (-0.801, -0.421, 0.734)
C (-0.057, -1.688, 1.148)
O (0.958, -1.888, 0.178)
C (1.275, -0.660, -0.459)
H (-1.566, 2.745, -1.079)
H (-0.611, 0.817, -1.847)
H (0.672, 1.955, -1.390)
H (0.802, 1.013, 0.843)
H (-1.253, 0.097, 1.584)
H (-1.598, -0.654, 0.018)
H (-0.695, -2.578, 1.155)
H (0.386, -1.580, 2.151)
H (1.168, -0.801, -1.545)
H (2.322, -0.396, -0.258)

---

two) The following is a quantum chemistry calculation of a 2-piece molecular cluster, C5H10O2 overall, from the OMol25 dataset.

Output
**Multiplicity**: 1
**LUMO level**: 0.019 Eh
**Frontier orbital gap**: 0.3188 Eh
**SMILES**: C=C/C(O)=C/C.O
**Highest occupied orbital energy**: -8.2 eV

Element x y z (Å)
C (-1.736, 2.191, 1.643)
C (-0.978, 1.953, 0.571)
C (-0.532, 0.629, 0.103)
O (0.037, 0.699, -1.144)
C (-0.239, -0.343, 0.991)
C (-0.273, -1.811, 0.545)
H (-2.182, 1.351, 2.171)
H (-1.804, 3.211, 1.987)
H (-0.658, 2.801, -0.039)
H (0.459, -0.122, -1.393)
H (-0.251, -0.169, 2.059)
H (-0.619, -1.891, -0.489)
H (-1.076, -2.433, 0.975)
H (0.721, -2.255, 0.566)
O (3.096, -0.907, -2.768)
H (2.368, -1.265, -3.249)
H (3.665, -1.639, -2.528)

---

three) The following is a quantum chemistry calculation of C5H10O2 in the gas phase, from the OMol25 dataset.

Output
**Multiplicity**: 1
**LUMO level**: 0.029 Eh
**Frontier orbital gap**: 0.3156 Eh
**Highest occupied orbital energy**: -7.8 eV

Element x y z (Å)
C (-0.207, 0.391, 2.394)
O (-0.260, -0.022, 1.036)
C (-0.167, 1.267, -0.136)
C (0.977, -0.462, 0.389)
C (0.585, 0.176, -0.932)
C (-0.252, -0.780, -1.789)
O (-1.023, -0.097, -2.752)
H (-1.144, 0.915, 2.590)
H (0.632, 1.076, 2.544)
H (-0.135, -0.495, 3.032)
H (-1.234, 1.295, -0.437)
H (1.829, 0.036, 0.860)
H (1.072, -1.552, 0.457)
H (1.417, 0.590, -1.512)
H (0.384, -1.472, -2.353)
H (-0.893, -1.388, -1.127)
H (-1.581, 0.524, -2.263)

---

Stability summary: most stable one), least stable three).